1.
10
Properties=species:S:1:pos:R:3 method="wB97M-V/def2-TZVPD" e_above_lowest_kcal_mol=36.82 homo_lumo_gap_ev="6.93 / 7.40" charge=+3
C 0.135 0.017 -1.000
C -0.422 -1.102 -1.165
H -1.012 -1.192 0.419
H -0.382 -1.910 -1.880
O 1.218 0.784 -0.981
H 1.516 1.047 -1.862
C -0.901 -0.265 1.550
O -0.203 0.622 0.971
In 1.156 2.002 1.346
H -1.104 -0.003 2.603

2.
14
Properties=species:S:1:pos:R:3 method="wB97M-V/def2-TZVPD" s_squared=2.017 homo_lumo_gap_ev="6.28 / 7.56" multiplicity=3 charge=+1
C -0.891 -1.265 0.062
C 2.843 0.715 0.233
N 0.439 -1.055 0.221
N -0.653 0.878 -0.523
N -1.504 -0.112 -0.425
N 0.507 0.496 -0.219
N -3.260 -0.043 -0.044
O -3.632 -1.071 -0.442
O -3.595 0.927 0.466
O 1.591 1.125 -0.359
H -1.438 -2.223 0.064
H 2.733 -0.331 0.740
H 3.344 1.459 0.850
H 3.514 0.499 -0.624

3.
66
Properties=species:S:1:pos:R:3 method="wB97M-V/def2-TZVPD" e_above_lowest_kcal_mol=0.00 homo_lumo_gap_ev="3.66 / 3.66" charge=+2
C 2.741 -0.508 -1.540
N 1.466 -0.568 -1.961
N 1.506 -0.749 -3.321
C 2.785 -0.881 -3.730
C 3.607 -0.738 -2.614
B 0.216 -0.613 -4.174
N -0.728 -1.798 -3.843
N -1.320 -1.917 -2.608
C -2.258 -2.879 -2.704
C -2.221 -3.435 -3.995
C -1.235 -2.725 -4.682
Cd -0.666 -0.628 -0.861
N -0.508 0.703 -3.743
N -0.947 0.922 -2.465
C -1.452 2.170 -2.402
C -1.390 2.743 -3.682
C -0.775 1.789 -4.495
H -1.806 2.586 -1.463
H -0.495 1.777 -5.533
H -1.742 3.722 -3.976
H 0.483 -0.564 -5.341
H -0.873 -2.771 -5.695
H 2.997 -1.034 -4.774
H -2.842 -4.219 -4.390
H 4.684 -0.770 -2.593
H -2.919 -3.093 -1.876
H 2.982 -0.287 -0.506
H -2.464 -1.548 0.491
C -2.469 -2.401 1.195
H -3.238 -3.112 0.867
H -1.485 -2.890 1.205
H -2.708 -2.027 2.197
C 0.797 4.885 0.803
C 1.293 3.930 -0.090
C 1.028 2.579 0.101
C 0.262 2.140 1.203
C -0.255 3.113 2.083
C 0.017 4.467 1.886
Si -0.080 0.333 1.487
C 1.466 -0.640 1.826
C 1.747 -1.910 1.272
C 2.939 -2.567 1.581
C 3.845 -2.002 2.483
C 3.560 -0.760 3.060
C 2.392 -0.073 2.718
C -1.228 0.154 2.936
C -0.818 -0.572 4.067
C -1.656 -0.689 5.177
C -2.921 -0.095 5.176
C -3.344 0.614 4.050
C -2.508 0.749 2.941
H 1.017 5.943 0.663
H 1.894 4.251 -0.945
H 1.396 1.848 -0.626
H -0.885 2.807 2.922
H -0.386 5.203 2.585
H 1.033 -2.375 0.584
H 3.165 -3.533 1.119
H 4.769 -2.528 2.740
H 4.250 -0.316 3.781
H 2.196 0.910 3.151
H 0.164 -1.052 4.080
H -1.320 -1.257 6.046
H -3.572 -0.191 6.047
H -4.339 1.066 4.036
H -2.847 1.315 2.069

4.
20
Properties=species:S:1:pos:R:3 method="wB97M-V/def2-TZVPD" e_above_lowest_kcal_mol=39.15 homo_lumo_gap_ev=9.80
C -1.067 1.748 -1.519
C -1.077 1.610 -0.022
C -0.244 0.785 0.605
C -0.376 0.502 2.071
C 0.561 -0.617 2.612
N 0.307 -1.920 2.012
H -1.823 1.077 -1.960
H -0.162 1.385 -2.018
H -1.270 2.687 -2.029
H -1.742 2.290 0.497
H 0.528 0.216 0.099
H -0.224 1.412 2.657
H -1.373 0.090 2.248
H 0.209 -0.686 3.645
H 1.616 -0.372 2.591
H -0.675 -2.191 2.062
H 0.571 -1.933 1.030
O 1.806 -2.083 -5.111
H 2.526 -2.698 -4.906
H 1.906 -1.302 -4.563

5.
18
Properties=species:S:1:pos:R:3 method="wB97M-V/def2-TZVPD" e_above_lowest_kcal_mol=33.61 homo_lumo_gap_ev=10.44
C -1.020 -0.284 1.296
C -0.412 -0.099 -0.148
C -1.628 0.034 -0.990
C 0.648 -1.164 -0.481
C 1.838 -0.634 -0.340
C 1.810 0.786 0.191
C 0.362 1.187 -0.129
O -0.079 2.350 -0.216
H -0.196 -0.550 2.026
H -1.748 0.388 1.665
H -1.525 -1.254 1.303
H -2.392 -0.051 -0.295
H -1.708 0.961 -1.553
H -1.688 -0.643 -1.834
H 0.430 -2.142 -0.786
H 2.691 -1.254 -0.606
H 2.457 1.518 -0.331
H 2.161 0.851 1.229

6.
54
Properties=species:S:1:pos:R:3 method="wB97M-V/def2-TZVPD" e_above_lowest_kcal_mol=36.01 homo_lumo_gap_ev=8.58
C -5.316 -4.064 0.884
C -5.072 -3.436 -0.483
C -6.251 -2.557 -0.909
O -6.459 -1.461 -0.044
C -5.637 -0.378 -0.107
C -5.866 0.602 0.860
C -5.107 1.753 0.888
C -4.105 1.964 -0.050
C -3.239 3.196 -0.019
N -1.868 2.865 0.320
C -0.885 2.826 -0.613
O -1.064 3.161 -1.769
C 0.436 2.346 -0.117
C 0.862 2.520 1.203
C 2.098 2.072 1.622
C 2.933 1.427 0.716
N 4.171 0.927 0.987
C 4.713 0.399 -0.055
N 5.932 -0.147 -0.084
C 6.448 -0.808 -1.263
C 7.945 -1.036 -1.080
O 8.242 -1.851 0.034
C 7.352 -1.686 1.125
C 6.693 -0.311 1.139
S 3.729 0.445 -1.545
C 2.499 1.269 -0.621
C 1.272 1.729 -1.042
C -3.880 0.989 -1.011
C -4.630 -0.173 -1.046
H -4.450 -4.640 1.200
H -5.505 -3.287 1.621
H -6.180 -4.724 0.852
H -4.164 -2.831 -0.445
H -4.933 -4.214 -1.235
H -7.179 -3.133 -0.844
H -6.128 -2.217 -1.945
H -6.651 0.435 1.580
H -5.301 2.499 1.646
H -3.199 3.661 -1.009
H -3.623 3.919 0.706
H -1.715 2.429 1.215
H 0.233 3.044 1.908
H 2.433 2.215 2.636
H 5.939 -1.770 -1.422
H 6.272 -0.181 -2.142
H 8.448 -0.063 -0.980
H 8.359 -1.551 -1.950
H 7.941 -1.838 2.033
H 6.572 -2.460 1.080
H 6.010 -0.214 1.983
H 7.456 0.472 1.215
H 0.945 1.622 -2.064
H -3.104 1.144 -1.747
H -4.423 -0.901 -1.814

7.
31
Properties=species:S:1:pos:R:3 method="wB97M-V/def2-TZVPD" e_above_lowest_kcal_mol=0.00 homo_lumo_gap_ev="5.82 / 5.82" charge=+2
Ru -0.818 -0.005 -1.123
O -2.877 -0.649 -7.379
C -2.498 -0.397 -6.298
S -3.515 0.326 -5.006
C -2.299 0.289 -3.788
C -0.996 -0.243 -4.160
S 0.287 -0.177 -3.075
S -0.799 -0.797 -5.753
S -2.507 0.909 -2.270
C 0.574 3.896 1.987
N 0.746 2.465 2.245
C 1.364 1.924 3.353
C 1.339 0.590 3.216
N 0.687 0.306 2.012
C 0.345 1.486 1.429
S -0.534 1.863 -0.012
C 0.563 -1.018 1.510
C 0.720 -2.085 2.381
C 0.771 -3.368 1.869
C 0.682 -3.558 0.499
C 0.466 -2.453 -0.291
N 0.365 -1.197 0.198
H 0.847 4.440 2.886
H -0.465 4.110 1.746
H 1.216 4.203 1.164
H 1.771 2.537 4.138
H 1.755 -0.168 3.850
H 0.793 -1.928 3.446
H 0.892 -4.210 2.537
H 0.762 -4.538 0.052
H 0.362 -2.554 -1.364

8.
13
Properties=species:S:1:pos:R:3 method="wB97M-V/def2-TZVPD" e_above_lowest_kcal_mol=4.28 homo_lumo_gap_ev=10.74
C 0.264 -1.204 1.626
C 0.284 -0.159 0.584
C 1.211 0.776 0.476
F 1.197 1.778 -0.425
C -0.749 -0.437 -0.433
N -0.767 0.385 -1.548
O -1.568 -1.314 -0.236
H -0.349 -0.872 2.479
H 1.298 -1.421 2.007
H -0.139 -2.090 1.197
H 1.911 0.936 1.267
H -1.385 0.162 -2.250
H -0.254 1.244 -1.672

9.
21
Properties=species:S:1:pos:R:3 method="wB97M-V/def2-TZVPD" s_squared=2.007 homo_lumo_gap_ev="6.93 / 9.18" multiplicity=3
C -0.183 -1.822 -1.029
C 1.212 -1.226 -0.745
C -0.395 0.433 -1.217
C -0.846 -0.411 0.998
C -1.061 -0.699 -0.527
C 0.902 0.346 -0.402
C 0.500 0.195 0.928
P 0.335 3.269 2.706
Cl 1.193 3.667 0.964
Br -1.815 3.021 2.110
H -0.418 -2.071 -2.042
H -0.236 -2.795 -0.507
H 1.664 -1.530 0.189
H 2.049 -1.311 -1.478
H -0.101 0.052 -2.152
H -0.893 1.422 -1.107
H -1.611 0.261 1.478
H -0.912 -1.410 1.540
H -2.083 -0.889 -0.791
H 1.790 1.054 -0.741
H 0.910 0.445 1.826

10.
11
Properties=species:S:1:pos:R:3 method="wB97M-V/def2-TZVPD" e_above_lowest_kcal_mol=35.14 homo_lumo_gap_ev=10.30
C -0.773 -1.435 0.109
P -1.464 0.268 -0.357
O -1.602 0.448 -1.801
O -2.123 1.081 0.666
H 0.265 -1.248 0.464
H -1.391 -1.775 0.973
H -0.831 -2.108 -0.797
C 2.012 1.282 0.153
O 2.784 0.816 -0.612
H 0.874 0.870 0.071
H 2.250 1.802 1.132

11.
47
Properties=species:S:1:pos:R:3 method="wB97M-V/def2-TZVPD" e_above_lowest_kcal_mol=86.08 homo_lumo_gap_ev=8.84
C 1.722 -2.351 3.722
C 1.098 -1.600 2.536
C -0.210 -1.275 2.238
C -1.452 -1.573 3.043
N -0.221 -0.529 1.062
C -1.415 -0.024 0.347
C -1.758 1.412 0.809
C -3.019 2.078 0.200
C -2.968 1.576 1.669
C -2.946 2.593 2.826
C 1.080 -0.261 0.655
C 1.694 0.514 -0.362
O 0.896 1.319 -1.188
C 1.506 1.669 -2.447
C 1.211 0.575 -3.408
C 2.233 -0.303 -3.787
C 1.916 -1.394 -4.570
C 0.605 -1.603 -5.050
F 0.368 -2.599 -5.896
C -0.396 -0.746 -4.657
C -0.104 0.300 -3.810
N 3.027 0.530 -0.444
N 3.818 -0.175 0.347
C 3.313 -0.904 1.364
C 1.919 -0.984 1.517
H 2.372 -1.657 4.272
H 0.944 -2.661 4.423
H 2.313 -3.216 3.356
H -1.939 -0.599 3.340
H -2.189 -2.152 2.461
H -1.238 -2.148 3.927
H -2.238 -0.740 0.377
H -1.201 0.099 -0.720
H -0.921 2.046 0.985
H -3.657 1.511 -0.522
H -2.967 3.151 0.002
H -3.573 0.681 1.881
H -2.364 3.441 2.557
H -3.972 2.894 3.034
H -2.527 2.177 3.733
H 0.947 2.608 -2.754
H 2.573 1.888 -2.390
H 3.262 -0.158 -3.451
H 2.699 -2.094 -4.869
H -1.428 -0.857 -4.974
H -0.860 0.954 -3.420
H 4.047 -1.411 2.038

12.
23
Properties=species:S:1:pos:R:3 method="wB97M-V/def2-TZVPD" e_above_lowest_kcal_mol=239.80 homo_lumo_gap_ev=10.17 charge=+1
N -0.617 0.189 -0.210
H -0.975 -0.480 -0.876
H -1.195 0.942 0.135
H 0.207 0.521 -0.691
H -0.353 -0.342 0.608
O 1.604 0.085 -0.263
H 2.424 0.236 0.207
H 1.288 -0.755 0.069
O -1.184 -1.258 -1.583
H -1.832 -0.974 -2.228
H -0.821 -2.065 -1.948
O 0.788 -2.084 0.044
H 1.412 -2.170 -0.678
H 0.681 -2.975 0.376
O 1.835 2.554 -0.214
H 1.263 2.898 -0.900
H 1.422 1.732 0.052
O -0.019 -0.505 1.635
H 0.088 -1.430 1.860
H 0.122 -0.041 2.460
O -1.861 1.653 0.591
H -2.628 2.075 0.202
H -1.650 2.194 1.352

Calculated total energy (computed, eV): -12398.9569 -15711.2500 -51550.1800 -8932.3131 -9467.1032 -44668.4338 -75851.0710 -10499.9676 -99288.4998 -17585.7982 -30330.4460 -14020.5722